DFT (ωB97M-V with the def2-TZVPD basis set) results for an isolated ion of composition C4H9N2 and charge +1 in a non-equilibrium geometry.

XYZ file:
```
15
Properties=species:S:1:pos:R:3:forces:R:3:nbo_charge:R:1
C 1.48358 0.95897 -1.86227 2.1039 1.4059 0.4784 -0.0736
N 0.78261 0.08201 -1.33171 -2.0273 0.0329 1.9073 -0.1517
N 0.06746 0.55109 0.17904 2.9049 0.3055 -2.1403 -0.1313
C -0.08932 1.76420 0.47926 -0.9808 0.4951 2.4366 0.0592
C -0.10499 -0.67643 0.94783 -4.4468 2.9116 0.7001 -0.2257
C -1.20563 -1.43767 0.20916 -0.5656 -1.9560 -1.6393 -0.6505
H 2.04215 0.67053 -2.77746 -0.7284 -0.0495 0.3968 0.2704
H 1.85033 1.92744 -1.40901 -0.9103 -0.8000 -0.4677 0.2152
H 0.08547 2.57805 -0.17632 0.4009 0.2734 -1.2433 0.2214
H -0.44711 2.21134 1.49244 0.4466 -1.6749 -1.4640 0.2557
H 0.72153 -1.24519 0.99046 3.2545 -1.4705 -0.1329 0.2364
H -0.34398 -0.34039 1.96897 -0.1755 -0.2209 -0.2757 0.2274
H -1.95312 -2.02859 0.83379 1.0217 1.2019 -0.6195 0.2632
H -1.72764 -0.89432 -0.68249 0.8457 -0.6559 2.0524 0.2461
H -0.56543 -2.20257 -0.29803 -1.1434 0.2014 0.0110 0.2378
```
Forces are in eV/Å.

As for the SMILES: C=N[N+](=C)CC. The spin multiplicity is 1. Its maximum force is 5.4 eV/Å. Its orbital gap is 0.3978 Ha. For the HOMO energy, the calculation gives -15.786 eV. Its charge is +1.

***

DFT (ωB97M-V with the def2-TZVPD basis set) results for a 3-piece molecular cluster, C36H68ClINO7S2 overall in a non-equilibrium geometry.

XYZ file:
```
116
Properties=species:S:1:pos:R:3:forces:R:3:lowdin_charge:R:1
C -10.21462 2.56109 -1.23318 -0.2254 -0.4958 -0.0994 -0.1517
C -10.93891 1.33429 -0.38937 -1.3131 0.4151 -0.1668 -0.2737
C -11.19766 1.70145 1.20383 -0.0152 0.9254 -0.4823 -0.2280
C -9.85344 1.62712 2.13961 -0.4010 -0.7675 0.2582 -0.2326
C -8.80090 0.41948 1.72353 0.7329 0.8698 0.9656 -0.2133
C -7.41538 0.72036 2.61075 -0.6871 -0.3505 -0.1532 -0.2082
C -6.70789 -0.68225 3.14518 0.1684 -0.0588 -0.8821 -0.2007
C -5.25277 -0.90742 2.42416 0.3925 -0.3674 0.9086 -0.2274
C -4.12205 -1.62466 3.41937 0.2358 0.4294 -0.9764 -0.1987
C -2.65205 -1.21479 2.77344 0.0498 -0.4844 0.7802 -0.2316
C -1.54726 -2.42791 2.79992 0.3630 0.8045 0.3712 -0.2073
C -0.13188 -1.74412 3.35778 0.2846 -0.4435 -1.2340 -0.2017
C 1.17346 -2.61768 2.83917 -0.6983 -0.0465 -0.1739 -0.2171
C 1.66243 -2.10502 1.35983 -0.4607 0.2339 0.1492 -0.2252
C 2.38487 -0.60904 1.38026 0.4757 -0.3263 0.6431 -0.1986
C 3.91209 -0.62356 0.77458 0.3624 -0.4773 -0.4911 -0.1886
C 3.97318 -0.17600 -0.83560 -0.3235 -0.1074 1.5951 -0.1926
C 3.52162 -1.49157 -1.70215 0.2656 -0.2241 -0.6490 -0.1647
C 2.43685 -1.14151 -2.92657 4.8607 0.2713 1.0823 -0.6094
Cl 2.32251 -2.75271 -3.91013 -0.5598 2.1305 1.0435 0.6682
N 1.13436 -0.74776 -2.27303 -0.5938 -1.1034 0.0579 0.0712
C 0.15850 -0.00266 -3.15120 -3.2861 1.1610 -1.4042 -0.2382
C -0.23395 1.48330 -2.49053 -0.3680 -0.6409 -0.6123 -0.1152
C 0.87484 2.64864 -2.79968 -0.7305 1.5225 0.4899 -0.0836
C 0.11919 4.09866 -2.44709 -1.5851 2.4922 4.7973 -0.2628
O -0.11041 4.48902 -1.18851 1.3576 -2.6376 -8.1891 -0.0110
O -0.31616 4.91537 -3.61638 0.2244 -2.4692 2.8824 -0.0059
C 0.54953 0.08141 -4.73738 -0.3081 0.7709 -0.7952 -0.1411
C 2.12627 0.37041 -5.06533 0.4780 -0.5618 -0.9685 -0.1769
C 3.15112 0.07717 -3.79266 -1.8546 0.3740 -1.7378 -0.2634
C 4.59672 -0.34023 -4.44349 0.3050 0.0253 0.1423 -0.1392
C 5.89303 0.45400 -3.83136 6.2432 -4.9442 -0.9169 -0.6502
O 7.08874 -0.19490 -3.88608 -8.1722 4.3156 0.5308 -0.1426
I 5.91913 2.46830 -2.97847 -0.3171 -1.2263 -0.6901 0.8520
H -9.46684 3.19045 -0.56770 -1.4517 -1.4157 -1.4384 0.0773
H -9.67185 2.07882 -2.16321 -0.8844 1.1621 1.9153 0.0725
H -11.04034 3.28297 -1.66362 1.6889 -1.3839 1.0095 0.0765
H -10.41188 0.29715 -0.55701 -0.8883 2.1738 0.5172 0.0933
H -12.02413 1.22290 -0.86734 2.3062 0.1110 0.9822 0.1073
H -12.10633 1.07960 1.64604 2.1528 1.0552 -0.9502 0.1130
H -11.56166 2.83414 1.22314 0.6485 -2.3588 -0.0627 0.1132
H -10.22502 1.38960 3.24497 0.9335 0.5620 -2.2609 0.1194
H -9.28733 2.66633 2.19613 -1.1525 -2.1923 -0.3599 0.1132
H -9.23532 -0.63855 2.03019 0.8097 2.2472 -0.8319 0.1155
H -8.47517 0.44934 0.59201 -0.9965 -0.1582 2.2282 0.1040
H -7.74071 1.43198 3.49637 0.8962 -1.5558 -1.6816 0.1058
H -6.68587 1.31273 1.89776 -1.3325 -1.1537 1.6105 0.1033
H -6.55053 -0.72099 4.30514 -0.4539 0.2352 -2.2226 0.1095
H -7.40761 -1.57860 2.81370 1.4092 1.8214 0.9434 0.1062
H -5.35025 -1.62456 1.49881 0.1521 1.6374 1.5703 0.1137
H -4.80902 0.14240 2.09879 -0.9508 -2.2098 0.5884 0.1029
H -4.24193 -2.80502 3.42027 0.1438 2.5048 0.0144 0.1159
H -4.17487 -1.22619 4.52956 0.0385 -0.8389 -2.3503 0.1052
H -2.76128 -0.87056 1.65000 0.0895 -0.4960 2.3004 0.1030
H -2.22141 -0.33819 3.44929 -0.9679 -1.7195 -1.6627 0.1104
H -1.39343 -2.83592 1.70599 -0.1524 0.7326 2.1117 0.0996
H -1.89723 -3.33473 3.46528 0.7750 1.8990 -1.2083 0.1162
H -0.11468 -1.61458 4.52527 -0.2991 -0.1810 -2.4293 0.1018
H -0.07178 -0.68667 2.80821 -0.0736 -2.0860 1.4880 0.1091
H 0.82417 -3.73094 2.72309 0.7480 2.0213 0.2611 0.1122
H 2.04237 -2.60589 3.62464 -1.4764 0.1260 -1.6464 0.1151
H 2.35305 -2.94874 0.91201 -1.2722 1.8629 0.7184 0.1033
H 0.69243 -1.97626 0.68160 1.8419 -0.6424 1.3433 0.0936
H 2.46287 -0.27505 2.50453 -0.2665 -0.5778 -2.2092 0.1203
H 1.70198 0.19944 0.84219 1.4434 -1.5570 1.0109 0.1019
H 4.68444 -0.00438 1.42720 -1.8680 -1.0609 -1.4730 0.1252
H 4.31141 -1.74400 0.79955 -0.8157 2.3550 0.0767 0.1208
H 3.26553 0.76673 -0.99549 1.3570 -1.9452 0.3291 0.0973
H 5.06494 0.19495 -1.05178 -2.2107 -0.9555 0.0736 0.0809
H 3.02956 -2.35115 -1.07708 0.9502 1.8179 -0.8812 0.1030
H 4.52367 -1.95550 -2.15568 -2.4874 0.9567 0.7171 0.1397
H 0.67088 -1.65423 -1.96173 0.7709 1.2152 -0.3641 0.1869
H 1.23916 -0.18102 -1.38663 0.6164 -0.7027 -0.9443 0.1527
H -0.86454 -0.61704 -3.09763 2.3131 1.3248 -0.0733 0.1762
H -0.43659 1.33481 -1.33551 0.5967 0.4947 -2.2228 0.1397
H -1.29674 1.75834 -2.95964 2.4826 -0.5330 0.9264 0.1546
H 1.20947 2.74011 -3.91699 -0.6754 -0.5126 2.1810 0.1182
H 1.79322 2.55109 -2.05929 -1.9031 0.3544 -1.6228 0.1247
H -1.18875 5.37136 -3.43093 1.5310 -0.5654 0.3512 0.1340
H 0.16847 -0.85849 -5.36605 0.9329 1.9263 1.7854 0.1349
H -0.06236 1.00371 -5.18461 1.1699 -2.0604 1.1829 0.1414
H 2.43910 -0.38799 -5.92741 -0.7284 1.5922 1.8648 0.1210
H 2.29376 1.45138 -5.54280 -0.3355 -2.3225 1.3311 0.1371
H 3.17786 1.10282 -3.18225 0.2105 -2.5816 -0.9733 0.0915
H 4.58893 -0.12432 -5.60980 0.0225 -0.1942 2.5033 0.1458
H 4.83488 -1.50595 -4.35172 -0.4820 2.6975 -0.0283 0.1316
C 0.05259 -1.00911 9.23059 0.0636 -0.0138 0.2813 -0.2233
C 0.20451 -2.37966 8.57248 0.3449 -0.1268 0.0407 -0.2203
C -1.14925 -2.75172 7.97000 0.2235 -0.6750 0.0579 -0.2249
S -1.96324 -1.21001 7.57987 -0.2655 0.1920 0.0840 0.6713
O -3.13258 -1.08012 8.42362 0.3161 -0.0240 -0.6029 -0.3099
O -2.02439 -1.05398 6.14030 -0.3066 -0.0121 0.2796 -0.3462
C -0.68508 -0.14513 8.21860 0.3595 0.3740 0.2123 -0.2347
H 1.02150 -0.57705 9.49738 -0.1675 -0.0452 -0.0199 0.1196
H -0.54101 -1.10317 10.14778 0.0813 0.0691 -0.1223 0.1247
H 0.95833 -2.32115 7.77795 -0.0892 -0.0005 0.1030 0.1153
H 0.53991 -3.13711 9.28778 -0.0559 0.1065 -0.1523 0.1191
H -1.03483 -3.34300 7.05797 -0.2271 0.1381 0.1067 0.1029
H -1.77225 -3.29159 8.68839 -0.0227 0.1757 -0.1597 0.1108
H -1.12922 0.74884 8.65968 -0.1024 -0.1255 -0.1806 0.1128
H -0.03166 0.13030 7.38540 -0.1465 -0.0335 0.0506 0.1077
C 9.10122 0.42731 -6.94109 -0.0822 -0.2183 0.0170 -0.2269
C 9.42487 0.90020 -5.52467 -0.1976 -0.1008 0.2721 -0.2370
C 10.93780 1.09533 -5.44078 -0.1120 -0.0952 0.6519 -0.2221
S 11.48305 1.49120 -7.09536 0.4435 0.3905 -0.2229 0.6719
O 12.32663 0.41544 -7.57210 -0.1814 0.5225 0.1329 -0.3183
O 11.89618 2.87958 -7.14195 0.0783 -0.6731 -0.0869 -0.3268
C 9.88541 1.34167 -7.87046 -0.5279 -0.0947 -0.3214 -0.2373
H 8.02784 0.46902 -7.14785 0.1244 -0.0266 -0.0020 0.1100
H 9.43122 -0.61059 -7.06878 -0.0562 0.1339 -0.0326 0.1243
H 8.91873 1.85439 -5.33418 0.0492 -0.0969 -0.0198 0.1126
H 9.07627 0.18766 -4.77058 0.1559 0.2575 -0.2075 0.0860
H 11.20103 1.91382 -4.76602 0.1514 -0.1396 -0.2222 0.1070
H 11.44300 0.17740 -5.12798 0.0159 0.1652 -0.1573 0.1093
H 9.99530 0.93785 -8.87835 0.1770 0.1355 0.1100 0.1111
H 9.43833 2.33945 -7.91071 0.1504 -0.0934 -0.0033 0.1096
```
Forces are in eV/Å.

The spin multiplicity is 1. Its maximum force is 9.3 eV/Å. Its orbital gap is 0.2971 Ha. For the HOMO energy, the calculation gives -11.241 eV. Its charge is +1.

***

DFT (ωB97M-V with the def2-TZVPD basis set) results for an isolated ion of composition CH3BrO2P and charge -1 in a non-equilibrium geometry.

XYZ file:
```
8
Properties=species:S:1:pos:R:3:forces:R:3:nbo_charge:R:1
C -0.88836 -0.37557 0.04516 -0.9406 2.1932 -1.4677 -1.0144
P 0.64507 0.59768 -0.22116 -0.1620 4.3041 5.6901 2.0227
O 0.74570 1.81047 1.04007 -0.4728 -5.0577 -5.1195 -1.1109
O 0.93885 0.87879 -1.62258 0.2435 0.2400 -1.0173 -1.1216
Br 2.05661 -1.15228 0.45643 0.0925 0.1241 -0.0014 -0.4672
H -0.73169 -0.68132 1.02836 -0.7152 0.0147 2.1273 0.2401
H -1.83954 0.21296 -0.25750 1.6106 -0.7471 1.0969 0.2279
H -0.92663 -1.29072 -0.46877 0.3441 -1.0712 -1.3085 0.2233
```
Forces are in eV/Å.

As for the SMILES: C[P@](=O)([O-])Br. The spin multiplicity is 1. Its maximum force is 7.2 eV/Å. Its orbital gap is 0.3095 Ha. For the HOMO energy, the calculation gives -4.817 eV. Its charge is -1.

***

DFT (ωB97M-V with the def2-TZVPD basis set) results for F7LiO2P2 as an isolated structure in a non-equilibrium geometry.

XYZ file:
```
12
Properties=species:S:1:pos:R:3:forces:R:3:nbo_charge:R:1
P -0.41232 -1.20473 0.47944 -0.1484 0.3130 1.1222 2.5958
F -0.22310 -2.80600 0.49940 -0.6782 0.9378 -1.1389 -0.5496
F 1.25470 -1.20438 0.17860 0.3283 0.7905 1.5028 -0.6278
F -0.36901 -1.17127 2.09586 0.6983 0.0954 -1.4204 -0.5529
F -0.26987 -0.69359 -1.16492 -1.6970 -3.0002 -1.5082 -0.6554
O -0.60776 0.52947 0.54421 1.7950 1.9718 -0.1592 -1.0492
F -2.01554 -1.34984 0.46993 1.4031 0.1346 -0.8292 -0.5452
P 0.16091 1.67628 -0.25724 -1.2002 0.4942 1.6723 2.6378
F -0.99416 2.74230 -0.37950 1.1327 -0.9655 -0.2329 -0.5364
O 0.95260 1.52765 -1.51350 -0.5563 -0.5480 1.4041 -1.1471
F 1.00376 2.38436 0.87208 -0.4774 -0.6432 -1.0415 -0.5406
Li 1.51979 -0.43024 -1.82436 -0.5999 0.4196 0.6288 0.9705
```
Forces are in eV/Å.

The spin multiplicity is 1. Its maximum force is 3.8 eV/Å. Its orbital gap is 0.4319 Ha. For the HOMO energy, the calculation gives -12.591 eV.